{
  "formula": "C3H10NO4S",
  "method": "ωB97M-V with the def2-TZVPD basis set",
  "energy_ha": -874.1320,
  "homo_lumo_gap_ev": [10.27, 6.13],
  "multiplicity": 2,
  "e_lumo_ev": [0.33, -3.81],
  "relative_energy_kcal_mol": 0.0,
  "max_force_ev_per_a": 2.9,
  "charge": 0,
  "e_homo_ev": [-9.95, -9.94],
  "elements": ["O", "C", "O", "C", "C", "S", "N", "H", "H", "H", "H", "H", "H", "H", "H", "O", "H", "H", "O"],
  "xyz": [[-0.54621, -1.37460, -1.78852], [0.54321, -0.84175, -1.83778], [1.41312, -0.91089, -2.76344], [0.93009, 0.27537, -0.76456], [-0.19581, 1.27557, -1.05005], [0.31943, 2.84670, -0.14938], [0.85566, -0.22550, 0.58699], [1.93937, 0.68268, -0.87126], [-0.27629, 1.53527, -2.10423], [-1.12513, 0.99758, -0.56531], [-0.28816, 2.58022, 0.99317], [1.71948, -0.61086, 0.94553], [0.17868, -0.98882, 0.62009], [0.29603, 0.95850, 2.84855], [-0.60124, -0.22419, 2.24527], [-0.44257, 0.34910, 3.00580], [-1.14311, -2.14533, -0.40974], [-1.98544, -1.66902, 0.67521], [-1.59111, -2.51004, 0.38367]],
  "forces_ev_per_a": [[0.0, 0.1, 0.6], [0.6, -0.9, -2.6], [-0.3, 0.6, 1.6], [0.4, 0.0, 1.2], [1.1, 1.8, 1.3], [-0.1, -0.2, -1.0], [-0.3, -0.8, -1.2], [-0.4, 0.0, -0.6], [-0.2, -0.2, 0.1], [-0.1, -0.4, -0.5], [-0.2, -0.2, 0.4], [0.2, 0.2, -0.1], [-0.1, 0.1, 0.2], [-0.4, -0.7, -0.5], [0.6, 0.6, 0.3], [-0.4, 0.2, 0.7], [-0.3, -0.8, -0.1], [-0.4, -0.7, 0.3], [0.3, 1.3, 0.1]]
}

{
  "formula": "C3H10NOP",
  "method": "ωB97M-V with the def2-TZVPD basis set",
  "energy_ha": -591.6302,
  "homo_lumo_gap_ev": 10.23,
  "multiplicity": 1,
  "e_lumo_ev": 0.86,
  "relative_energy_kcal_mol": 32.9,
  "max_force_ev_per_a": 3.7,
  "charge": 0,
  "e_homo_ev": -9.37,
  "elements": ["C", "N", "C", "P", "C", "O", "H", "H", "H", "H", "H", "H", "H", "H", "H", "H"],
  "xyz": [[-0.72627, 1.86377, 0.32300], [-0.36676, 0.46252, -0.07135], [-1.49353, -0.42413, -0.31930], [1.14564, 0.04086, -0.41856], [1.45826, -1.52951, 0.43758], [2.05842, 1.13094, -0.10810], [-1.50201, 2.16285, -0.31411], [-1.00632, 1.86435, 1.31429], [0.13651, 2.41151, 0.33251], [-2.06807, -0.04791, -1.09378], [-1.09693, -1.39529, -0.78001], [-2.15041, -0.60504, 0.59044], [1.24165, -0.39180, -1.98528], [2.17506, -1.32387, 1.29929], [0.37888, -1.74588, 0.91490], [1.81588, -2.47336, -0.12151]],
  "forces_ev_per_a": [[0.3, -3.3, -1.0], [-2.0, 0.6, 0.7], [1.4, -2.0, 1.1], [1.2, -1.8, -3.0], [-1.4, -1.5, 1.6], [1.1, 0.9, 0.3], [-0.9, 1.0, -0.9], [-1.2, -0.2, 2.3], [2.1, 1.7, -0.7], [-1.5, 1.0, -1.5], [-0.6, 1.0, 1.1], [0.9, 0.1, -1.0], [-0.4, 0.6, 2.5], [-0.9, -0.2, -1.1], [2.6, 0.0, -0.8], [-0.6, 1.8, 0.6]]
}

{
  "formula": "C3H10NOP3",
  "method": "ωB97M-V with the def2-TZVPD basis set",
  "energy_ha": -1274.1000,
  "homo_lumo_gap_ev": [3.88, 6.58],
  "multiplicity": 3,
  "e_lumo_ev": [0.51, -2.08],
  "relative_energy_kcal_mol": 26.3,
  "max_force_ev_per_a": 4.4,
  "charge": 0,
  "e_homo_ev": [-3.36, -8.66],
  "elements": ["C", "C", "C", "N", "O", "P", "P", "P", "H", "H", "H", "H", "H", "H", "H", "H", "H", "H"],
  "xyz": [[0.47733, 0.19150, 0.36406], [-0.85719, -1.69690, 1.36860], [0.39443, -0.82858, 1.36185], [0.18259, 1.36480, 0.51734], [0.89407, -0.23997, -0.95632], [-0.27354, 2.21087, 1.89079], [0.35343, 0.21218, -2.38017], [1.10012, -1.18554, -3.72915], [-1.55267, -1.39751, 2.16056], [-1.34635, -1.94243, 0.45138], [-0.61382, -2.70135, 1.79609], [1.13695, -1.63843, 1.15085], [0.62784, -0.19965, 2.22418], [0.45219, 3.48543, 1.60467], [-1.46159, 2.84729, 1.50450], [-1.03129, 0.39352, -1.98017], [0.69937, 1.50584, -2.49273], [0.81814, -0.38107, -4.85632]],
  "forces_ev_per_a": [[0.4, -1.0, -2.6], [-0.5, -1.2, 2.8], [1.2, -2.6, -0.2], [-0.5, 3.0, -1.5], [1.0, -0.6, 4.0], [0.9, 1.4, 1.1], [-3.3, 1.0, 2.7], [1.1, -2.1, -3.3], [-0.4, 0.6, -0.7], [-0.2, 0.5, -0.8], [0.3, 0.6, -0.5], [0.3, 1.3, 0.4], [-0.3, -1.1, 0.8], [-0.5, -1.2, 0.2], [-0.4, -0.2, -0.4], [0.2, 0.2, -1.2], [0.5, 1.4, -0.7], [0.0, 0.0, -0.2]]
}

{
  "formula": "C3H10NOS",
  "method": "ωB97M-V with the def2-TZVPD basis set",
  "energy_ha": -648.5123,
  "homo_lumo_gap_ev": 6.60,
  "multiplicity": 1,
  "e_lumo_ev": 4.02,
  "relative_energy_kcal_mol": 12.1,
  "max_force_ev_per_a": 1.0,
  "charge": -1,
  "e_homo_ev": -2.58,
  "elements": ["C", "C", "S", "C", "N", "H", "H", "H", "H", "H", "H", "H", "H", "H", "H", "O"],
  "xyz": [[0.40443, -0.53254, 0.37102], [-0.90752, -1.20753, 0.75080], [-2.40366, -0.40546, -0.00352], [0.53736, 0.84702, 1.01373], [1.66991, 1.58764, 0.42911], [0.34543, -0.32463, -0.69850], [1.27477, -1.13586, 0.63533], [-1.11697, -1.19499, 1.82115], [-0.92054, -2.23222, 0.39569], [0.61143, 0.81396, 2.10913], [-0.36672, 1.38672, 0.74945], [1.58847, 2.59142, 0.36399], [2.55050, 1.25848, 0.78894], [-1.38849, -1.16822, -2.99984], [-1.11596, 0.16960, -2.53193], [-0.76244, -0.45340, -3.19456]],
  "forces_ev_per_a": [[-0.5, 0.8, 0.4], [-0.9, 0.3, -0.3], [0.3, 0.1, -0.2], [0.3, 0.5, -0.4], [-0.1, -0.6, -0.3], [0.4, -0.4, -0.1], [0.2, -0.2, -0.2], [0.4, -0.2, 0.2], [0.2, -0.3, 0.1], [-0.1, -0.2, 0.0], [-0.2, 0.1, 0.1], [0.1, -0.2, 0.4], [0.2, 0.4, 0.0], [0.3, -0.1, -0.1], [0.3, 0.0, 0.0], [-0.7, 0.0, 0.2]]
}

{
  "formula": "C3H10NOS",
  "method": "ωB97M-V with the def2-TZVPD basis set",
  "energy_ha": -648.5046,
  "homo_lumo_gap_ev": 6.40,
  "multiplicity": 1,
  "e_lumo_ev": 3.71,
  "relative_energy_kcal_mol": 16.9,
  "max_force_ev_per_a": 0.8,
  "charge": -1,
  "e_homo_ev": -2.69,
  "elements": ["C", "N", "C", "C", "S", "H", "H", "H", "H", "H", "H", "H", "H", "H", "H", "O"],
  "xyz": [[-3.17314, -0.29215, 0.12114], [-1.80876, -0.73425, -0.13257], [-0.79511, 0.27824, 0.21424], [0.16960, 0.58653, -0.92690], [1.87600, 0.99195, -0.43423], [-3.27458, -0.14434, 1.19052], [-3.89769, -1.04408, -0.22085], [-3.40220, 0.68764, -0.34623], [-1.68528, -0.94176, -1.11189], [-1.28355, 1.21322, 0.55453], [-0.21664, -0.01780, 1.08077], [-0.24848, 1.37754, -1.55456], [0.21434, -0.30215, -1.56754], [2.05209, -0.92042, 0.78453], [1.62670, -2.37785, 1.26360], [1.96693, -1.52599, 1.56333]],
  "forces_ev_per_a": [[0.3, 0.1, -0.3], [-0.1, 0.2, 0.0], [0.0, 0.6, 0.5], [0.1, -0.3, -0.3], [-0.1, 0.1, 0.0], [-0.2, -0.1, 0.3], [0.1, 0.2, 0.1], [-0.1, -0.2, 0.0], [-0.1, -0.1, -0.2], [0.0, -0.2, -0.3], [0.2, -0.4, 0.1], [0.0, 0.1, 0.0], [0.0, -0.1, 0.0], [-0.2, 0.1, 0.1], [0.1, 0.4, -0.2], [0.1, -0.4, 0.2]]
}

{
  "formula": "C3H10NOS",
  "method": "ωB97M-V with the def2-TZVPD basis set",
  "energy_ha": -648.2015,
  "homo_lumo_gap_ev": 9.18,
  "multiplicity": 1,
  "e_lumo_ev": -4.05,
  "relative_energy_kcal_mol": 23.0,
  "max_force_ev_per_a": 1.9,
  "charge": 1,
  "e_homo_ev": -13.23,
  "elements": ["C", "C", "S", "N", "H", "H", "H", "H", "H", "H", "H", "H", "O", "C", "H", "H"],
  "xyz": [[-0.84424, 0.19860, 0.93796], [-1.10545, -0.24607, -0.48621], [-1.26081, 1.09542, -1.67480], [-0.29473, -0.98093, 1.70373], [-1.76732, 0.54242, 1.43325], [-0.08276, 0.98585, 1.03042], [-2.02765, -0.86426, -0.53760], [-0.27458, -0.89534, -0.79521], [0.04556, 1.28804, -1.78696], [-0.34458, -0.78941, 2.70563], [0.68150, -1.16368, 1.45504], [-0.82896, -1.80980, 1.50646], [2.28377, -1.02058, 0.85387], [2.50207, -0.05948, 0.12030], [2.89917, -0.08945, -0.92419], [2.35117, 0.94182, 0.52054]],
  "forces_ev_per_a": [[-0.1, 0.3, 0.3], [0.1, -0.7, -0.2], [-0.5, 0.1, 0.1], [-0.7, 0.6, 0.6], [0.5, -0.1, -0.1], [-0.3, -0.2, -0.2], [0.5, 0.4, 0.0], [-0.2, 0.0, -0.1], [0.4, 0.2, -0.1], [0.1, -0.2, 0.0], [0.6, 0.0, 0.0], [-0.4, -0.6, 0.0], [0.2, 1.0, -1.6], [0.3, -0.8, 0.8], [-0.2, -0.6, 0.6], [-0.1, 0.5, 0.0]]
}

{
  "formula": "C3H10NOS",
  "method": "ωB97M-V with the def2-TZVPD basis set",
  "energy_ha": -648.2351,
  "homo_lumo_gap_ev": 10.15,
  "multiplicity": 1,
  "e_lumo_ev": -3.31,
  "relative_energy_kcal_mol": 1.9,
  "max_force_ev_per_a": 1.0,
  "charge": 1,
  "e_homo_ev": -13.45,
  "elements": ["N", "C", "C", "O", "C", "S", "H", "H", "H", "H", "H", "H", "H", "H", "H", "H"],
  "xyz": [[0.16466, 0.69038, 1.28124], [-0.05467, -0.23263, 0.11203], [1.20530, -0.25924, -0.75289], [2.30009, -0.23759, 0.14660], [-1.29864, 0.13505, -0.65447], [-2.77229, -0.03313, 0.34477], [-0.40686, 0.43032, 2.08028], [0.05079, 1.66640, 1.01527], [1.16240, 0.54073, 1.50096], [-0.20880, -1.20372, 0.55944], [1.16816, -1.19809, -1.29995], [1.25554, 0.61772, -1.40028], [3.15920, -0.39848, -0.25867], [-1.36306, -0.44827, -1.56566], [-1.24349, 1.16323, -1.01883], [-3.11834, -1.23269, -0.08981]],
  "forces_ev_per_a": [[0.9, -0.4, -0.4], [0.0, -0.2, -0.4], [0.2, 0.1, 0.5], [-0.1, 0.0, 0.5], [0.2, 0.4, -0.4], [-0.5, 0.5, 0.3], [-0.3, 0.2, 0.0], [-0.2, 0.1, 0.2], [0.0, 0.2, 0.2], [0.1, -0.3, 0.2], [0.0, 0.1, -0.4], [-0.1, -0.1, -0.3], [-0.2, 0.0, -0.2], [0.0, -0.3, 0.0], [0.0, 0.1, 0.1], [-0.1, -0.5, 0.0]]
}

{
  "formula": "C3H10NOS2",
  "method": "ωB97M-V with the def2-TZVPD basis set",
  "energy_ha": -1046.3692,
  "homo_lumo_gap_ev": 10.22,
  "multiplicity": 1,
  "e_lumo_ev": -3.26,
  "relative_energy_kcal_mol": 35.6,
  "max_force_ev_per_a": 2.3,
  "charge": 1,
  "e_homo_ev": -13.47,
  "elements": ["C", "C", "C", "N", "O", "S", "S", "H", "H", "H", "H", "H", "H", "H", "H", "H", "H"],
  "xyz": [[-1.60885, -0.34591, -0.24638], [0.26192, 1.72714, -0.82248], [0.79001, -0.77964, 0.18124], [-0.22531, -0.14686, -0.66166], [0.90161, 2.06045, 0.25578], [0.80283, -2.60941, -0.17977], [0.50085, -0.37298, 1.94725], [-1.77912, 0.10344, 0.72986], [-2.27989, 0.09751, -0.97851], [-1.82013, -1.41535, -0.17999], [-0.73737, 2.11784, -1.01002], [0.91092, 1.64851, -1.69102], [1.76999, -0.39481, -0.10700], [-0.10713, -0.48465, -1.61908], [0.34459, 2.31268, 1.01026], [0.50636, -3.02374, 1.05225], [1.76872, -0.49420, 2.31927]],
  "forces_ev_per_a": [[-0.6, -0.3, 0.1], [-0.9, -1.7, -0.3], [0.5, -1.1, 0.5], [0.7, 2.1, -0.6], [0.5, 0.5, 0.3], [0.2, 0.6, 0.0], [-0.5, -0.2, -0.3], [0.0, 0.1, 0.0], [0.0, 0.0, 0.0], [0.0, 0.1, 0.0], [0.1, 0.0, 0.1], [0.0, -0.1, 0.1], [-0.2, 0.0, 0.0], [0.0, 0.0, 0.2], [0.0, -0.1, -0.2], [-0.1, 0.0, 0.1], [0.4, 0.0, 0.0]]
}